1.
Entry from the OMol25 dataset: a cluster of 16 separate species, C28H88O30 in total (ωB97M-V with the def2-TZVPD basis set).

Positions of all 146 atoms, in Å:
O 2.9064 0.8678 -3.3528
H 3.3380 1.1413 -2.5277
H 2.9549 -0.1089 -3.2362
O 0.7656 2.4179 -2.8413
H 0.9552 2.4181 -1.8992
H 1.4906 1.8849 -3.2188
C -3.0515 1.1075 4.5914
C -1.9182 1.9056 5.0922
O -0.5588 1.4285 4.7872
O -3.4108 -0.0326 5.3685
H -2.7353 0.7363 3.5666
H -3.9142 1.7916 4.4109
H -1.9879 2.1554 6.1728
H -1.9453 2.8457 4.5661
H -0.2966 0.9186 5.5860
H -3.8193 0.2720 6.1795
C 4.9046 2.5658 -0.0498
C 6.4037 2.2321 0.2052
O 6.8230 2.3135 1.5402
O 4.0294 1.5873 0.4995
H 4.8160 2.6551 -1.1310
H 4.6417 3.5352 0.3809
H 7.0280 2.8115 -0.4419
H 6.5585 1.2051 -0.1330
H 6.2414 2.8732 2.0879
H 4.1180 1.7886 1.4629
C -0.7030 4.3366 0.0764
C 0.2945 5.2831 -0.6421
O 1.5857 4.9641 -0.0406
O -0.6127 4.6467 1.4468
H -0.4407 3.2879 -0.1797
H -1.7134 4.5846 -0.3036
H 0.1466 6.3573 -0.4615
H 0.4595 4.9901 -1.6989
H 1.4266 5.0520 0.9428
H -1.5218 4.5362 1.7719
C -2.4141 -4.1328 -3.6105
C -2.4691 -2.8738 -2.6864
O -3.6634 -2.9728 -1.8463
O -3.5620 -4.1691 -4.4624
H -2.4434 -4.9906 -2.9716
H -1.4466 -4.1627 -4.1982
H -2.4057 -1.9882 -3.2812
H -1.6158 -2.7911 -1.9596
H -3.9784 -2.0614 -1.7992
H -4.3245 -4.4593 -3.9029
C -1.7395 0.6695 -3.8346
C -2.6743 1.2916 -4.8846
O -3.9864 1.2418 -4.2686
O -1.6076 1.5858 -2.7713
H -0.7526 0.4332 -4.2633
H -2.2462 -0.1889 -3.4262
H -2.6261 0.7213 -5.8092
H -2.3565 2.3225 -5.0973
H -4.5975 1.7269 -4.8492
H -0.6950 2.0293 -2.9310
C -3.4840 -1.6262 2.2484
C -3.5195 -3.1260 1.8433
O -2.2582 -3.6269 1.2807
O -3.4515 -0.7282 1.1314
H -2.5657 -1.5969 2.8203
H -4.3522 -1.3742 2.9110
H -4.3038 -3.3232 1.1329
H -3.5985 -3.7168 2.7313
H -2.2491 -3.3329 0.3463
H -2.5328 -0.6174 0.8601
C 2.1581 4.1116 4.2603
C 2.7961 3.4841 3.0898
O 3.7922 2.4955 3.4312
O 1.4809 3.1447 5.0582
H 1.4444 4.9585 4.0054
H 3.0031 4.4803 4.8688
H 3.2971 4.2590 2.4409
H 2.0530 2.9837 2.5397
H 3.4060 2.0418 4.1924
H 0.6976 2.7904 4.5849
C 6.0839 -1.2197 -1.1934
C 4.8433 -1.6546 -0.4055
O 4.1432 -2.5645 -1.2849
O 5.7827 0.0148 -1.9819
H 6.1720 -2.1413 -1.7981
H 6.9973 -0.9744 -0.6264
H 4.1923 -0.8409 -0.2830
H 5.2464 -2.0784 0.5011
H 3.3083 -2.8403 -0.9115
H 5.5524 -0.3037 -2.8529
C 0.3078 -5.1780 0.6833
C 0.5397 -4.1009 -0.4022
O 1.6869 -3.3597 -0.0782
O 1.3584 -6.1246 0.7726
H -0.5881 -5.7640 0.5268
H 0.2131 -4.6562 1.6197
H -0.3497 -3.4173 -0.3855
H 0.6484 -4.4802 -1.4472
H 2.0439 -3.6970 0.7390
H 2.1088 -5.6161 1.1277
C -4.1836 2.8696 0.7913
C -4.9789 3.3573 -0.4134
O -5.6816 4.5451 -0.1303
O -3.7148 4.0525 1.4571
H -3.3435 2.2791 0.4408
H -4.8674 2.2750 1.3818
H -5.6940 2.6088 -0.7066
H -4.2855 3.5899 -1.1852
H -6.6480 4.5622 -0.1702
H -4.2577 4.8369 1.3208
C -0.2331 -0.6033 0.2365
C 1.1723 -0.0566 0.2512
O 1.1422 1.3707 0.0018
O -0.8497 -0.5752 -1.0817
H -0.8351 -0.0360 0.9405
H -0.1598 -1.6376 0.5747
H 1.7069 -0.4938 -0.5782
H 1.7254 -0.2403 1.1716
H 2.0542 1.7498 0.0080
H -1.0260 0.3695 -1.3453
C -6.7696 -0.8580 -0.6003
C -6.2556 -0.1066 -1.8357
O -4.7979 -0.1232 -1.8376
O -6.2019 -0.2768 0.5503
H -6.5726 -1.9388 -0.7433
H -7.8910 -0.7694 -0.4759
H -6.5350 0.9905 -1.8144
H -6.6003 -0.5598 -2.7738
H -4.4718 0.3198 -2.6112
H -5.2617 -0.5176 0.6824
C 1.3106 -2.3841 -3.6491
C 2.5718 -2.4670 -4.4741
O 3.7098 -1.8949 -3.8627
O 1.0947 -1.0609 -3.3057
H 1.2766 -2.9378 -2.7212
H 0.5134 -2.7866 -4.3515
H 2.3584 -1.8924 -5.4208
H 2.5614 -3.5227 -4.7825
H 4.0035 -2.4039 -3.1071
H 0.6942 -0.9377 -2.4570
C 3.6371 -3.8459 3.4765
C 4.0399 -2.3877 3.7776
O 5.2542 -2.1227 3.0345
O 3.4022 -4.1160 2.1296
H 2.6731 -4.0971 4.0366
H 4.5415 -4.4197 3.7176
H 4.1807 -2.2061 4.8241
H 3.2308 -1.7626 3.4253
H 5.3352 -1.2074 2.7284
H 4.1685 -3.8014 1.6554

Properties
orbital gap: 9.79 eV
HOMO level: -9.6929 eV



2.
Entry from the OMol25 dataset: a cluster of 14 separate species, C28H91N7O14 in total (ωB97M-V with the def2-TZVPD basis set).

Positions of all 140 atoms, in Å:
O 4.9173 -2.8986 2.3618
H 3.9850 -3.0405 2.1977
H 5.3609 -3.4199 1.6927
O 5.5628 1.6258 -4.4572
H 6.2999 2.1121 -4.0877
H 5.9184 1.2122 -5.2438
O 0.9419 -3.4569 1.9593
H 0.5720 -4.3127 2.1766
H 0.5670 -3.2434 1.1049
O -1.1929 -7.3729 1.1206
H -1.4142 -7.4506 0.1925
H -0.7891 -8.2121 1.3420
O -0.0907 1.5013 -5.6837
H -0.7448 2.1864 -5.5459
H 0.1207 1.1907 -4.8033
O -4.7701 5.6475 3.6382
H -4.8902 6.3875 3.0432
H -5.5083 5.7050 4.2449
O -0.1151 -8.8004 -2.8603
H 0.0882 -8.6709 -3.7867
H 0.1677 -9.6959 -2.6755
C -4.0798 6.8167 -2.6678
C -2.8764 6.6055 -3.5402
C -1.6462 7.4192 -3.0334
O -1.9698 8.7896 -2.7596
C -2.0896 9.6205 -3.8739
N -2.6055 5.1619 -3.4963
H -4.3846 7.8627 -2.6371
H -3.7744 6.4266 -1.6968
H -4.8730 6.1632 -3.0310
H -3.1263 6.8787 -4.5654
H -0.9232 7.4120 -3.8491
H -1.0665 6.8942 -2.2742
H -3.0788 9.5050 -4.3170
H -1.2304 9.4101 -4.5107
H -2.1054 10.6979 -3.7098
H -3.4799 4.6686 -3.6067
H -2.0982 4.9909 -2.6398
C -7.3833 -1.5324 -4.5678
C -8.2569 -1.8225 -3.3477
C -7.8515 -1.2377 -1.9521
O -8.2386 0.1369 -2.0142
C -7.7653 0.8354 -0.8123
N -9.6102 -1.4064 -3.6830
H -6.3022 -1.6575 -4.6284
H -7.6694 -0.4854 -4.6676
H -7.8156 -1.9784 -5.4635
H -8.2131 -2.9044 -3.2227
H -6.7687 -1.3123 -1.8518
H -8.3020 -1.7103 -1.0793
H -8.3871 1.6950 -0.5624
H -6.7513 1.1567 -1.0505
H -7.7836 0.2173 0.0853
H -10.2784 -1.6085 -2.9531
H -9.5672 -0.4000 -3.6087
C -0.1155 2.2370 0.9314
C 0.5070 1.2455 -0.0883
C -0.5142 0.1587 -0.6541
O 0.1873 -0.8481 -1.3252
C -0.6213 -1.5695 -2.2595
N 1.1331 2.0756 -1.0805
H -1.0648 2.7353 0.7348
H 0.6842 2.8278 1.3781
H -0.4100 1.6213 1.7813
H 1.3644 0.8128 0.4271
H -1.2202 0.7053 -1.2793
H -1.0266 -0.3525 0.1609
H -1.6995 -1.4900 -2.1213
H -0.4955 -2.6517 -2.2257
H -0.3235 -1.3261 -3.2794
H 1.8661 1.5074 -1.4804
H 1.6416 2.9063 -0.8130
C -5.1340 -2.8779 3.6936
C -5.3429 -4.2117 4.4488
C -6.0726 -5.2222 3.6138
O -7.3948 -4.8549 3.2847
C -8.3572 -4.8260 4.3098
N -4.0129 -4.7915 4.8144
H -5.7757 -2.1271 4.1547
H -5.4473 -2.8441 2.6501
H -4.1586 -2.4170 3.8496
H -5.7931 -4.1219 5.4374
H -6.0052 -6.1707 4.1466
H -5.5576 -5.2950 2.6559
H -9.1722 -4.1109 4.1979
H -7.9449 -4.5281 5.2739
H -8.7375 -5.8465 4.2647
H -3.4228 -4.0140 5.0740
H -3.5846 -5.1099 3.9570
C 5.3700 -5.4090 -3.4480
C 5.2233 -5.1169 -1.9501
C 5.8293 -6.2163 -1.0257
O 7.2323 -6.0861 -0.9334
C 7.8529 -6.0182 0.3349
N 5.8650 -3.8715 -1.6969
H 6.4176 -5.6908 -3.5537
H 5.1934 -4.6494 -4.2095
H 4.7863 -6.3166 -3.6019
H 4.2038 -4.7677 -1.7864
H 5.8051 -7.2238 -1.4408
H 5.3035 -6.3294 -0.0776
H 7.2935 -6.5837 1.0801
H 7.9336 -5.0036 0.7249
H 8.8560 -6.3608 0.0807
H 6.8572 -4.0597 -1.6790
H 5.5671 -3.1359 -2.3216
C 8.1039 6.9804 -1.6899
C 7.5244 5.9407 -2.7048
C 7.6507 6.3990 -4.1296
O 7.0981 7.5638 -4.5439
C 5.6560 7.6357 -4.2983
N 8.3159 4.7308 -2.5152
H 9.0794 7.4229 -1.8916
H 8.1791 6.5195 -0.7050
H 7.3869 7.7962 -1.5975
H 6.5035 5.6186 -2.4994
H 7.2653 5.6077 -4.7726
H 8.7360 6.4849 -4.1829
H 5.2756 7.8191 -3.2934
H 5.3092 6.6697 -4.6654
H 5.1989 8.3472 -4.9860
H 9.2617 5.0773 -2.4404
H 8.2694 4.3334 -1.5879
C 2.0707 0.3950 7.1550
C 3.0747 -0.6861 7.6494
C 2.3548 -2.0364 7.9274
O 1.5243 -1.9173 9.1047
C 0.9808 -3.1077 9.6912
N 4.2237 -0.7493 6.7330
H 1.2255 0.5210 7.8317
H 1.6655 0.0338 6.2097
H 2.5823 1.3574 7.1562
H 3.3383 -0.3727 8.6595
H 3.1425 -2.7649 8.1196
H 1.8227 -2.5041 7.0990
H 0.2157 -2.9656 10.4545
H 1.8189 -3.6499 10.1292
H 0.6107 -3.8309 8.9644
H 4.1690 0.0769 6.1546
H 4.1632 -1.4352 5.9940

Properties
orbital gap: 8.78 eV
HOMO level: -8.7236 eV



3.
Entry from the OMol25 dataset: a structure of composition C29H17MnN6O3S5 (ωB97M-V with the def2-TZVPD basis set).

Positions of all 61 atoms, in Å:
Mn -0.3902 1.4589 -0.7357
O -4.5524 0.0973 6.3396
C -4.7230 0.2314 5.0030
O -5.8237 0.1330 4.5412
C -3.5018 0.5046 4.1751
C -2.2219 0.6505 4.7035
C -1.1440 0.9097 3.8820
C -1.3185 1.0279 2.5018
C -2.5925 0.8760 1.9721
C -3.6686 0.6196 2.8022
N -0.2502 1.2940 1.5889
C 0.9333 1.4460 2.0218
C 2.0616 1.6705 1.1206
C 3.3390 1.8129 1.6345
C 4.3928 1.9909 0.7492
C 4.1224 2.0189 -0.6042
C 2.8076 1.8704 -1.0314
N 1.8018 1.7021 -0.1887
H -3.6245 0.1831 6.5797
H -2.0217 0.5685 5.7664
H -0.1742 1.0097 4.3464
H -2.7221 0.9569 0.8999
H -4.6606 0.5020 2.3875
H 1.1858 1.3925 3.0786
H 3.5013 1.7752 2.7034
H 5.4056 2.1005 1.1139
H 4.9107 2.1486 -1.3321
H 2.5421 1.8817 -2.0821
S 0.0516 1.8204 -2.9605
C -0.4071 3.4967 -3.1484
C -0.5010 4.0274 -4.4356
C -0.8135 5.3613 -4.6420
C -0.8814 5.8707 -5.9837
N -0.9311 6.2613 -7.0642
C -1.0571 6.1924 -3.5406
C -0.9821 5.6684 -2.2606
C -0.6534 4.3310 -2.0465
S -0.5195 3.7382 -0.4112
C -1.3836 7.5806 -3.7151
N -1.6465 8.6941 -3.8319
H -0.3228 3.3858 -5.2886
H -1.1798 6.3102 -1.4121
S -1.6137 -5.8743 1.3155
C -0.7268 -4.7323 0.4955
S -1.1173 -3.0461 0.5917
C 0.2679 -2.6291 -0.3889
N 0.9381 -3.6680 -0.7730
N 0.3655 -4.8461 -0.2889
C 1.0600 -6.0402 -0.6690
C 2.3772 -5.9262 -1.1203
C 3.0793 -7.0540 -1.5051
C 2.4862 -8.3076 -1.4547
C 1.1760 -8.4149 -1.0207
C 0.4589 -7.2939 -0.6298
S 0.6934 -1.0101 -0.7569
H 2.8329 -4.9517 -1.1722
H 4.1000 -6.9476 -1.8505
H 3.0381 -9.1885 -1.7577
H 0.6928 -9.3832 -0.9861
H -0.5608 -7.3964 -0.2975
O -1.9344 1.1386 -0.9281

Properties
charge: -1
orbital gap (alpha / beta): 5.77 / 5.75 eV
spin multiplicity: 4
⟨S²⟩: 3.92
HOMO level (alpha / beta): -5.2350 / -5.2428 eV



4.
Entry from the OMol25 dataset: a structure of composition C29H18BrFNO10W (ωB97M-V with the def2-TZVPD basis set).

Positions of all 61 atoms, in Å:
W 11.8970 8.1445 9.5881
O 8.9231 10.0253 7.0611
C 9.6179 9.6490 8.0021
O 10.7477 8.9777 7.9077
C 9.1955 9.9954 9.3844
C 8.0060 10.6362 9.7764
C 7.7874 10.7874 11.1536
C 8.6265 10.0955 12.0760
C 9.7398 9.4040 11.6038
N 10.0114 9.4050 10.3006
C 10.7134 8.5885 12.3638
O 10.5791 8.5176 13.5806
O 11.6302 8.0016 11.6063
H 7.4013 10.9148 8.9906
H 7.0998 11.5374 11.5194
H 8.3706 9.9710 13.1351
O 13.5321 11.6812 9.8186
C 13.5754 10.6645 9.1530
O 13.3429 9.4413 9.6523
C 14.0021 10.5638 7.7034
C 13.2554 10.0777 6.6595
C 13.7870 9.9793 5.3485
C 15.0959 10.4625 5.1817
O 15.7667 10.7478 4.0220
C 16.9216 11.4959 4.4231
O 17.0233 11.4683 5.8348
C 15.8714 10.8706 6.2767
C 15.3085 11.0288 7.5269
H 12.2180 9.8167 6.8877
H 13.1550 9.7457 4.4687
H 16.7803 12.4815 4.0100
H 17.8460 11.1180 3.9225
H 15.8713 11.4670 8.3934
F 18.5708 8.0746 8.1715
C 17.4461 7.6189 8.8315
C 17.0049 8.3103 9.9805
C 15.7570 7.9303 10.5047
C 14.9785 6.9371 9.8607
C 13.5704 6.7059 10.3059
C 15.5583 6.1637 8.8067
C 16.7983 6.4919 8.2982
H 17.6385 9.0955 10.4294
H 15.3269 8.4138 11.4263
H 13.4442 6.8252 11.3961
H 13.3216 5.7068 9.9751
H 14.9494 5.3760 8.3869
H 17.2574 5.8573 7.5156
Br 12.6912 6.8943 4.6503
C 11.6423 5.5706 5.4850
C 11.5178 4.3179 4.8686
C 10.2678 3.6240 4.9248
C 9.3930 4.0627 5.9524
C 9.7978 4.9739 6.9085
C 10.9663 5.7115 6.7672
C 11.4815 6.5417 7.8399
O 10.8232 6.5385 8.9505
O 12.5839 7.2010 7.7727
H 12.2874 4.1067 4.1491
H 9.9368 3.0037 4.1201
H 8.3349 3.7335 5.9701
H 9.1761 5.0881 7.7998

Properties
charge: -1
orbital gap (alpha / beta): 5.86 / 6.74 eV
spin multiplicity: 3
⟨S²⟩: 2.02
HOMO level (alpha / beta): -3.9710 / -4.8898 eV



The records above give, respectively, maximum force values of 2.35, 3.62, 0.77, 3.32 eV/A.
The records above give, respectively, electronic energy values of -3376.59126, -2557.69559, -4811.62137, -4664.16597 hartree.